No. 1
This record from OMol25 describes a molecular structure, C17H31MnN5O4PS. The level of theory is ωB97M-V/def2-TZVPD.

Values from the calculation:
HOMO-LUMO gap (alpha / beta)	0.332 / 0.338	hartree
E_LUMO (alpha / beta)	-2.58 / -2.69	eV
HOMO (alpha / beta)	-11.61 / -11.88	eV
calculated total energy	-3131.66607	a.u.

ORCA input file:
```
! RIJCOSX wB97M-V def2-TZVPD def2/J DEFGRID3
* xyz 1 6
H -0.43496 -2.39354 4.72282
S -0.15882 -0.09108 -1.33497
N 1.23196 2.35708 -0.11374
O -0.61644 0.85730 1.82523
H 1.79100 2.31557 -0.96536
C 3.11061 -1.59952 -0.59407
H 1.50360 3.17428 0.42451
C 0.85904 2.90866 4.16550
C 2.00580 1.08564 5.47173
O 0.44160 -1.24489 2.42362
C -1.66393 -2.46380 2.25634
C 5.26071 -1.08366 0.96934
H 6.30283 -3.72881 1.44706
O 1.41829 0.76869 3.14000
H 1.61131 -3.46733 1.78926
H -2.11621 -3.45634 2.28554
C 4.21839 -0.19594 0.83281
H 4.02942 -3.46308 -1.07184
H -0.32854 -4.05554 4.12413
H 0.21696 5.32904 -0.31314
H -2.18433 -1.83529 2.97907
C -0.18859 -2.58225 2.58445
N -2.15617 3.21361 -0.72334
H 1.24845 3.71675 4.78669
H 3.12268 2.69846 2.62281
N 3.13944 -0.42709 0.05978
H 0.16066 -4.46212 1.60274
C 1.86576 1.77316 4.12619
H 1.13121 -3.06019 4.21717
H 0.68051 3.30357 3.16262
H 4.23841 0.75550 1.34982
H 2.71123 0.25717 5.39943
N -0.11288 2.49344 -0.48709
H 2.24643 -1.76806 -1.22635
C 0.54221 -3.44143 1.57187
C -0.79742 1.43433 -0.98612
Mn 1.18351 0.18938 0.86033
C 4.11506 -2.54266 -0.51059
C 5.22132 -2.30135 0.29335
H 1.04560 0.70724 5.81607
H 2.38494 1.79585 6.20834
H 6.10026 -0.82685 1.60150
H -0.09261 2.58282 4.58403
H -0.27637 4.75472 1.29584
H 3.63949 2.97949 4.28505
C -0.97233 3.55373 -0.32128
H -1.45623 5.51588 0.22689
H 0.38683 -3.05644 0.56093
C 0.06172 -3.04331 4.00508
H 3.90395 1.39562 3.55355
H -1.80376 -2.04848 1.25709
O -0.81826 0.05732 4.34373
C 6.32407 -3.30415 0.44172
H -2.82648 1.41087 -1.47232
C 3.21287 2.23705 3.61069
C -0.58880 4.86194 0.25532
H 6.22888 -4.11733 -0.27412
N -2.02533 1.92026 -1.13695
P -0.10641 0.15808 3.07374
H 7.29828 -2.83507 0.30621
*
```

Mulliken population analysis, charges in e, atoms 1 to 4: number 1, H, carries 0.36; number 2, S, carries -0.46; number 3, N, carries -0.96; number 4, O, carries -0.48

***

No. 2
This record from OMol25 describes 3 unconnected molecules or ions with the total composition C31H52N6O5. The level of theory is ωB97M-V/def2-TZVPD.

Values from the calculation:
HOMO-LUMO gap	0.297	hartree
structure (SMILES)	CCNc1c(CCCCO)c(-c2cccnc2)cc2nccnc12.COCCNCCOC.COCCNCCOC
E_LUMO	-0.42	eV
HOMO	-8.50	eV
calculated total energy	-1917.05016	a.u.

ORCA input file:
```
! RIJCOSX wB97M-V def2-TZVPD def2/J DEFGRID3
* xyz 0 1
N 2.19831 3.04767 -4.02098
H -1.25452 2.09410 7.20793
O -0.51403 1.03371 -1.40388
H -2.16664 -0.75840 -0.27117
H -4.56748 -1.66213 2.06258
H 3.19974 -6.04146 -6.30151
H 0.60856 -0.47039 2.03194
H 2.10104 0.34044 6.33765
C 1.85362 -3.54586 -4.48068
H -5.65624 0.14979 0.69680
C 2.27148 1.70914 -4.25909
H 0.65295 -2.45275 -1.17336
H -6.42466 2.74873 2.07750
H 3.96223 2.79958 -1.97720
H 2.35926 -2.82777 3.35130
C -0.36144 -1.13863 -2.50244
C -3.07769 0.97373 0.52530
C -3.62598 -1.42955 2.56759
H -3.32253 -2.29026 3.16317
H -1.21417 -0.34050 7.13701
C -0.27271 -0.03886 3.91667
C -6.03567 1.62956 4.19001
H 0.12839 0.98464 3.93357
H -3.88272 -1.00488 0.03700
C -0.53617 1.58821 6.55742
H 3.78914 2.00123 -0.42425
H 4.99766 0.73648 -2.92656
C 0.64317 -0.86823 3.04979
H 5.84886 1.33885 -1.51840
N -4.16054 1.54886 1.31903
H 2.05609 -2.24148 5.00097
H 0.31147 -1.90987 3.01548
O -2.58881 -1.17024 1.64187
H -0.40751 2.22129 5.67061
C 2.34923 -1.04343 -4.73355
H 1.79743 2.08030 -1.76027
C 2.08959 -4.83316 -4.91941
C 2.23420 1.21306 -5.57607
H -3.78996 -0.59299 3.25513
H 1.76283 1.90111 5.55637
C 1.84775 1.38919 6.51900
H -0.29941 0.80410 -3.45781
C 2.29775 -0.16902 -5.78097
H -5.68169 1.73423 -0.09050
H 2.28887 -0.51998 -6.80291
C -6.54551 1.68383 1.85677
H -4.06043 1.24671 2.27951
C 3.78003 1.83304 -1.49999
H -0.33295 1.94745 -1.63501
C 3.43182 -2.81416 -6.07777
N 2.14589 2.04965 -6.64717
H 2.05122 4.89423 -4.89277
C 2.11081 3.82615 -5.05860
C 0.81583 -1.45471 -1.57949
H -1.86500 0.34884 -2.80796
H 2.90052 -1.04577 -1.43470
C 2.23524 -1.43969 -2.19629
H -2.13612 1.34185 0.93670
O 1.99398 -0.78907 3.49588
C 2.32609 -0.54354 -3.39354
H 2.01857 4.01230 -7.21436
C 4.91354 0.89428 -1.85362
H 0.50317 -0.83098 5.61589
H 2.57812 -2.44245 -2.42823
N 3.67115 -4.04696 -6.51303
H 1.14019 -3.37810 -3.69316
H 3.57760 -1.84114 4.18193
H -7.53743 1.53560 1.42126
C 2.35132 0.80729 -3.17515
H 2.66366 1.83930 7.08393
H 4.81814 -0.07078 -1.35977
H -0.17594 -1.46988 -3.52122
H -4.96959 1.87914 4.13246
C -2.97039 -0.54124 0.43436
H -3.14772 1.36988 -0.49178
N -0.41416 -0.61277 5.24886
C 2.52650 -2.47887 -5.07152
H 1.57289 -5.67297 -4.47976
C -0.79011 0.32762 -2.60771
H 4.00999 -2.02882 -6.54817
C 2.09001 3.32107 -6.38416
H 0.80529 -0.76845 -0.73839
H -6.19491 0.98700 5.05407
H -2.13990 0.38495 5.83100
C -1.12268 0.22609 6.20702
C -5.50311 1.22572 0.86240
O 0.67113 1.53294 7.28957
C 3.00175 -5.04159 -5.94140
O -6.48697 0.92152 3.05529
C 2.50849 -1.98630 4.03530
H -6.60078 2.55581 4.33211
H -1.25610 -0.00733 3.44020
H -1.21836 -1.71105 -2.14821
N 2.44617 1.30615 -1.84219
*
```

Mulliken population analysis, charges in e, atoms 1 to 4: number 1, N, carries -0.55; number 2, H, carries 0.39; number 3, O, carries -0.47; number 4, H, carries -0.50

***

No. 3
This record from OMol25 describes 2 unconnected molecules or ions with the total composition C12H14NO2 at a distorted geometry. The level of theory is ωB97M-V/def2-TZVPD.

Values from the calculation:
HOMO-LUMO gap	0.273	hartree
E_LUMO	3.26	eV
HOMO	-4.18	eV
calculated total energy	-670.91090	a.u.

ORCA input file:
```
! RIJCOSX wB97M-V def2-TZVPD def2/J DEFGRID3
* xyz -1 1
C 0.78843 -0.34985 -2.43297
H -0.94360 2.63114 -0.82953
C -0.29660 1.86372 -1.24904
C 0.52491 1.10972 -0.49283
C -2.01329 -0.24694 2.28073
H -0.82964 2.44544 -3.38338
H 0.68667 1.49774 0.49020
C 0.93009 -0.14395 -1.06295
H -2.94229 1.52006 1.19041
H -1.91239 1.90343 2.17152
O 0.22686 0.55398 2.36686
H 3.01451 -1.00996 1.05652
H 0.84124 -2.19247 -3.29646
H 2.67061 -2.91760 -1.65984
H -2.51328 -1.00821 2.86698
C -2.67461 1.10086 2.18423
C 0.09127 0.58498 -3.22444
C -0.66898 0.03640 3.07927
H 0.16874 0.54328 -4.30952
H -1.63843 -0.76177 1.39719
H 2.28478 -2.51423 1.12698
C 2.03832 -2.04964 -1.64057
H -3.43058 1.24437 2.94905
C -0.47779 1.71258 -2.68945
C 1.68935 -1.28087 -0.60933
C 2.05801 -1.50261 0.81639
O -0.54505 -0.33774 4.26462
H 1.42590 -0.92664 1.51112
N 1.44684 -1.50522 -2.87177
*
```

Mulliken population analysis, charges in e, atoms 1 to 4: number 1, C, carries -0.32; number 2, H, carries 0.38; number 3, C, carries -0.55; number 4, C, carries -0.29

***

No. 4
This record from OMol25 describes 3 unconnected molecules or ions with the total composition C30H59N5O6PS at a distorted geometry. The level of theory is ωB97M-V/def2-TZVPD.

Values from the calculation:
HOMO-LUMO gap	0.261	hartree
E_LUMO	-2.54	eV
HOMO	-9.64	eV
calculated total energy	-2642.87493	a.u.

ORCA input file:
```
! RIJCOSX wB97M-V def2-TZVPD def2/J DEFGRID3
* xyz 1 1
N -6.30356 -1.90757 -5.99844
N 4.17462 -1.24246 5.19579
H -7.16621 -1.55299 -5.60890
O -8.15756 -0.45809 -8.12225
H 5.42654 0.05704 6.29185
H 5.51231 -2.29093 1.64311
H -5.60429 -2.64420 -7.81418
H -4.44806 -0.69912 -0.77033
H -7.34866 1.08724 -6.97971
C 4.37201 0.01348 6.04451
C 0.44929 -1.07690 4.68504
H 1.76990 1.65276 5.49264
C -6.50836 -2.16648 -7.42272
H -0.03716 1.25357 1.10673
N 3.29381 3.34018 2.09348
H -0.40418 -0.95814 5.32823
H 3.83864 -0.14538 6.97519
H 2.72378 3.02452 5.93310
C 6.33375 -1.64989 1.32876
N 2.93245 2.62752 0.97672
C 1.70524 -1.06403 5.26892
C 2.66519 1.94921 6.02956
N -3.07045 0.43058 -1.84574
C 2.73890 -1.41267 3.12641
H -8.48693 0.01261 -6.11946
C -2.97465 -0.10006 0.66218
C 5.84784 -0.34457 3.46909
O 5.09885 2.96192 0.90993
C -5.23715 -0.56098 -4.23466
H -4.33956 0.02323 -4.03214
H 1.37763 -1.54361 1.48123
H 4.15508 -2.02211 0.01871
C -0.81752 2.57578 -3.27569
C -8.25843 0.48919 -7.07707
O -1.80735 3.08458 -2.40516
H -6.88548 -1.38995 -9.35754
H -5.27459 -0.06260 -6.29305
H 7.64615 -1.40835 3.03470
H 3.59444 -1.54625 2.48911
C 0.32305 -1.24896 3.30835
O -1.57400 -0.06712 0.88822
H -3.74162 3.63209 -2.70006
C 3.50722 -0.08514 -0.58481
H 0.11580 3.08480 -3.04007
C 5.86414 -0.71848 0.18507
O -6.34832 0.28404 -3.94052
H -0.57747 1.07174 -0.55149
H 1.80540 -0.92156 6.33469
H -9.08703 1.15560 -7.31688
H -1.56177 2.00425 0.61013
H -0.66295 1.49832 -3.14318
H -7.93389 -1.05766 -3.70807
H 5.17261 4.08032 2.68499
H -4.26828 -1.46796 -5.90403
H 3.06517 0.07123 0.39049
H -3.59086 2.18194 -0.74110
C 4.57762 -1.17791 -0.52047
S 4.14171 1.52217 -1.17109
C -7.35333 -0.31619 -3.14913
C -3.37236 -0.49296 -0.75667
H -6.11371 -0.20457 -8.32271
H -2.06792 0.55140 -1.89408
H -5.21905 -1.43203 -3.57269
H 2.78735 -3.04382 6.47334
H -8.03016 0.47338 -2.82563
H 2.53503 1.66015 7.06647
C 1.47251 -1.41717 2.54662
H 4.79965 -1.49812 -1.53187
O 4.95603 -3.80311 5.85238
H 5.22203 -2.41026 3.74442
C -0.92091 1.12942 0.48327
C 3.90650 1.31491 5.39482
H -4.78254 1.61940 -1.92739
H 5.05162 0.18554 2.95460
C -5.22378 -0.97904 -5.68973
C 4.56157 3.53479 1.99632
C -6.86916 -0.99988 -8.33684
H -3.20000 2.32488 -3.75705
H 6.18476 -1.73415 5.01082
H 3.78702 1.21823 4.32381
C 2.85842 -1.24208 4.50186
H 5.73213 0.27119 0.61050
C -3.71096 1.73688 -1.73747
H -3.36299 -0.87496 1.32945
H 7.41561 0.04550 2.08429
C -3.14201 2.71942 -2.73822
P 4.13517 -2.69801 6.34424
H -2.86898 -1.43547 -0.98841
C 6.91030 -0.83048 2.47808
H 6.66065 -0.69667 -0.54713
H 7.11080 -2.30922 0.95532
H -1.06828 2.77253 -4.32190
H -6.92716 -0.79592 -2.26199
H 6.33190 0.37704 4.12449
H -7.31176 -2.90255 -7.49984
C 4.01772 2.41723 0.30772
H 4.72397 2.02013 5.52188
H -3.43278 0.84161 0.98409
C 5.37315 -1.51234 4.32694
H 2.73202 -0.36997 -1.28574
H -0.66203 -1.23584 2.87463
H 4.62117 -2.15660 7.54604
*
```

Mulliken population analysis, charges in e, atoms 1 to 4: number 1, N, carries -0.32; number 2, N, carries 0.88; number 3, H, carries 0.10; number 4, O, carries -0.43

***

No. 5
This record from OMol25 describes a molecular structure, C15H23CoI2OP2 at a distorted geometry. The level of theory is ωB97M-V/def2-TZVPD.

Values from the calculation:
HOMO-LUMO gap (alpha / beta)	0.268 / 0.133	hartree
E_LUMO (alpha / beta)	-6.33 / -10.01	eV
HOMO (alpha / beta)	-13.62 / -13.61	eV
calculated total energy	-3320.80083	a.u.

ORCA input file:
```
! RIJCOSX wB97M-V def2-TZVPD def2/J DEFGRID3
* xyz 2 5
H 2.96188 2.22846 -1.80272
C -1.07692 0.50456 3.87288
H -4.06322 -0.85664 -3.06462
C -2.97592 -1.42154 -0.33422
H 2.54568 -2.28444 -0.53622
C 3.01388 -1.31904 -0.32742
H -2.74512 -1.12124 0.69138
O -0.05612 2.90986 -0.70402
C -2.97962 -0.70304 -3.11352
H 2.77158 -1.02774 0.69808
H 1.92838 -0.93824 5.85978
H 2.96678 1.78366 -0.08802
C -0.03542 1.77676 -0.99672
C 3.23778 1.44486 -1.09182
H -1.92052 0.92246 3.33838
C 3.00128 -0.59544 -3.10522
C -1.04052 0.60546 5.27218
P -2.31372 -0.16724 -1.49342
P 2.31198 -0.08624 -1.48632
C 1.08938 -0.53954 5.30298
H -4.05942 -1.53404 -0.44992
C -0.00602 -0.22954 0.50778
Co -0.00342 0.01416 -1.45152
H -2.48052 -1.63434 -3.39322
C -3.29352 1.33146 -1.10462
C 0.04128 0.08306 5.98578
H -2.47562 -2.37114 -0.54122
I 0.26018 -0.53324 -6.66492
H 2.53698 -1.54384 -3.38752
H 2.74628 0.15586 -3.85742
H -3.03962 1.67956 -0.09972
H 1.88198 -1.12194 3.39308
H 4.08958 -0.70994 -3.05352
C -0.04282 -0.20924 1.72408
H -1.84782 1.09186 5.80708
C -0.02772 -0.12854 3.17768
H -3.04092 2.12366 -1.81452
C 1.05758 -0.64314 3.90508
H -4.36732 1.12396 -1.15762
H 0.06968 0.16396 7.06688
H -2.74992 0.05616 -3.86602
H 4.10068 -1.39514 -0.44152
H 4.31828 1.27436 -1.13912
I -0.28942 1.84026 -6.03662
*
```

Mulliken population analysis, charges in e, atoms 1 to 4: number 1, H, carries 0.41; number 2, C, carries -0.35; number 3, H, carries 0.41; number 4, C, carries -1.19

***

No. 6
This record from OMol25 describes 2 unconnected molecules or ions with the total composition C4H9N3O2 at a distorted geometry. The level of theory is ωB97M-V/def2-TZVPD.

Values from the calculation:
HOMO-LUMO gap	0.346	hartree
structure (SMILES)	[H]/N=C/C(N)=O.CC(N)=O
E_LUMO	0.71	eV
HOMO	-8.71	eV
calculated total energy	-472.52146	a.u.

ORCA input file:
```
! RIJCOSX wB97M-V def2-TZVPD def2/J DEFGRID3
* xyz 0 1
C -1.49574 -0.54143 -1.52102
H -1.90504 -1.53703 -1.33940
H 1.92190 2.59270 1.18001
N -1.15466 0.55767 1.71845
C 1.25651 0.76512 0.65596
N 1.10547 2.13127 0.80223
H -1.73245 0.03439 2.38453
H 0.24501 -1.01397 1.88852
H 0.20190 -2.50667 -1.05572
H 0.14442 2.44548 0.72670
O 0.58588 0.65279 -1.20720
C -0.06622 -0.05118 1.44714
H -2.05198 0.19338 -0.93846
O 2.30480 0.15474 0.82910
H -1.59744 -0.30037 -2.58292
N 0.65814 -1.60694 -1.05898
C -0.04824 -0.46280 -1.16094
H 1.62774 -1.50716 -0.76800
*
```

Mulliken population analysis, charges in e, atoms 1 to 4: number 1, C, carries -1.15; number 2, H, carries 0.39; number 3, H, carries 0.25; number 4, N, carries -0.62